Density functional theory data (wB97M-V/def2-TZVPD) for 2 unconnected molecules or ions with the total composition C3H6O2 at a distorted geometry.

```
! wB97M-V def2-TZVPD RIJCOSX def2/J DEFGRID3
* xyz 0 1
C -0.69362 -0.19173 0.79330
C 0.56662 -0.50919 0.43822
C 1.51885 0.55825 0.12872
O 2.70864 0.41664 -0.04761
H -1.42540 -0.92478 1.10907
H -1.02075 0.84526 0.86698
H 0.91821 -1.53560 0.45826
H 1.04870 1.57027 0.08074
O -1.53572 -0.31320 -1.23370
H -1.59896 0.63970 -1.37505
H -0.57355 -0.49800 -1.20731
*
```

## Properties
Largest force on an atom = 1.26 eV/A
LUMO = 0.356 eV
HOMO = -9.83 eV
Relative energy (zero: lowest compared OMol25 entry of this formula, charge and spin) = 223.16 kJ/mol

Löwdin atomic charge list, values in e, 4 entries:
1 C 0.000
2 C -0.169
3 C -0.314
4 O 0.034